Molecular formula: C39H95O20P
Method: DFT, the ωB97M-V functional and the def2-TZVPD basis

The relative energy (zero: lowest compared OMol25 entry of this formula, charge and spin) comes out at 85.1 kcal/mol. The value obtained for the calculated total energy is -92210.3656 eV. For the highest occupied orbital energy, the calculation gives -9.56 eV. Its SMILES is COP(=O)(OC)OC.C1CCOC1.C1CCOC1.COCCOC.COCCOC.COCCOC.COCCOC.COCCOC.COCCOC.COCCOC. Its maximum force is 2.51 eV/A. The total charge is 0. As for the multiplicity: 1. The molar mass comes out at 915.1 g/mol.

Each line ends with the Löwdin charge.
CARTESIAN COORDINATES (ANGSTROEM)
C 7.16 -1.75 -2.81  -0.084
O 5.93 -2.03 -3.54  -0.253
P 5.77 -3.46 -4.40  0.529
O 6.48 -4.66 -3.90  -0.242
O 4.13 -3.60 -4.48  -0.226
C 3.64 -4.50 -5.43  -0.142
O 6.14 -3.12 -5.96  -0.238
C 5.83 -1.86 -6.52  -0.124
H 6.95 -0.93 -2.13  0.083
H 7.88 -1.25 -3.45  0.085
H 7.54 -2.64 -2.30  0.086
H 4.41 -5.17 -5.81  0.086
H 3.14 -4.03 -6.28  0.089
H 2.90 -5.18 -5.00  0.089
H 5.26 -1.85 -7.44  0.087
H 6.79 -1.41 -6.76  0.090
H 5.25 -1.27 -5.80  0.083
C 8.78 -3.05 4.99  -0.151
C 7.53 -3.64 4.23  -0.152
C 6.79 -4.40 5.33  -0.211
O 7.09 -3.67 6.56  -0.158
C 8.50 -3.28 6.50  -0.175
H 8.90 -2.00 4.73  0.096
H 9.70 -3.50 4.63  0.096
H 7.66 -4.29 3.37  0.108
H 6.88 -2.78 4.05  0.103
H 7.19 -5.41 5.44  0.109
H 5.72 -4.56 5.20  0.117
H 9.18 -4.02 6.93  0.107
H 8.66 -2.38 7.09  0.111
C -5.93 -5.42 -5.77  -0.203
C -4.90 -4.40 -5.43  -0.172
C -5.42 -3.21 -6.35  -0.166
O -6.07 -3.82 -7.49  -0.145
C -6.12 -5.21 -7.27  -0.213
H -6.85 -5.33 -5.20  0.113
H -5.64 -6.45 -5.54  0.110
H -3.94 -4.77 -5.78  0.107
H -4.77 -4.06 -4.40  0.111
H -4.52 -2.67 -6.63  0.109
H -6.11 -2.62 -5.75  0.112
H -5.28 -5.58 -7.86  0.119
H -7.07 -5.64 -7.59  0.118
C 4.17 4.50 -4.37  -0.100
O 4.72 3.56 -5.29  -0.180
C 4.80 4.04 -6.61  -0.193
C 3.38 4.15 -7.24  -0.191
O 2.66 2.89 -7.12  -0.171
C 1.50 2.87 -7.90  -0.140
H 3.96 3.95 -3.46  0.091
H 3.23 4.94 -4.70  0.078
H 4.87 5.30 -4.14  0.086
H 5.35 3.38 -7.28  0.122
H 5.33 4.99 -6.67  0.120
H 3.52 4.50 -8.26  0.116
H 2.77 4.92 -6.78  0.106
H 1.14 1.85 -7.85  0.087
H 1.67 3.08 -8.96  0.084
H 0.67 3.50 -7.57  0.085
C 2.66 1.99 8.96  -0.131
O 3.29 3.09 9.49  -0.203
C 2.53 3.88 10.37  -0.201
C 3.35 5.11 10.75  -0.194
O 4.55 4.81 11.52  -0.186
C 5.15 6.00 12.14  -0.079
H 2.38 1.34 9.79  0.094
H 3.33 1.53 8.24  0.093
H 1.84 2.38 8.36  0.085
H 2.27 3.31 11.26  0.126
H 1.64 4.10 9.77  0.123
H 2.73 5.86 11.24  0.116
H 3.66 5.58 9.82  0.121
H 4.42 6.49 12.78  0.078
H 5.42 6.78 11.42  0.075
H 6.08 5.70 12.61  0.084
C -8.37 5.85 -3.40  -0.107
O -7.48 5.93 -4.51  -0.200
C -7.67 4.88 -5.47  -0.180
C -6.92 5.19 -6.81  -0.200
O -5.52 5.30 -6.80  -0.179
C -4.95 6.44 -6.16  -0.104
H -8.13 5.03 -2.72  0.078
H -9.42 5.69 -3.68  0.086
H -8.18 6.66 -2.71  0.086
H -8.72 4.82 -5.78  0.116
H -7.33 3.91 -5.12  0.123
H -7.37 6.06 -7.31  0.118
H -7.16 4.41 -7.53  0.120
H -3.89 6.23 -5.99  0.084
H -5.30 6.62 -5.15  0.073
H -5.10 7.34 -6.75  0.087
C 6.31 -12.17 0.77  -0.080
O 5.33 -11.15 1.12  -0.195
C 5.66 -9.85 0.59  -0.190
C 4.39 -8.92 0.62  -0.194
O 3.38 -9.51 -0.20  -0.190
C 2.08 -8.90 0.07  -0.094
H 5.98 -13.14 1.16  0.083
H 7.32 -11.97 1.13  0.079
H 6.32 -12.24 -0.32  0.082
H 6.11 -9.80 -0.40  0.115
H 6.48 -9.49 1.21  0.113
H 4.42 -7.86 0.40  0.120
H 4.03 -8.98 1.65  0.109
H 1.33 -9.31 -0.61  0.082
H 2.04 -7.82 -0.06  0.077
H 1.72 -9.08 1.08  0.081
C -6.59 -2.38 5.41  -0.130
O -7.32 -1.84 4.32  -0.187
C -6.42 -1.26 3.33  -0.193
C -7.20 -0.94 2.05  -0.179
O -8.49 -0.34 2.25  -0.183
C -8.60 0.75 3.18  -0.101
H -6.05 -1.65 6.01  0.080
H -5.79 -3.06 5.12  0.081
H -7.29 -2.84 6.10  0.088
H -5.62 -1.97 3.11  0.116
H -5.92 -0.42 3.80  0.117
H -7.43 -1.86 1.53  0.126
H -6.52 -0.29 1.49  0.119
H -8.19 0.64 4.18  0.081
H -9.66 0.98 3.25  0.087
H -8.15 1.63 2.72  0.079
C -5.58 9.33 5.42  -0.078
O -4.79 8.56 4.46  -0.197
C -5.57 7.52 3.92  -0.205
C -4.67 6.57 3.03  -0.177
O -3.70 5.85 3.78  -0.191
C -2.86 5.02 2.99  -0.115
H -6.54 9.66 5.04  0.080
H -5.00 10.20 5.74  0.085
H -5.72 8.68 6.28  0.084
H -6.34 8.09 3.40  0.118
H -6.02 6.89 4.68  0.119
H -4.09 7.13 2.29  0.118
H -5.26 5.84 2.48  0.113
H -3.44 4.49 2.24  0.079
H -2.29 4.27 3.54  0.085
H -2.09 5.57 2.44  0.082
C -1.68 1.36 -2.52  -0.101
O -1.34 0.03 -2.06  -0.188
C 0.07 -0.22 -1.88  -0.169
C 0.37 -1.08 -0.60  -0.188
O -0.39 -0.62 0.50  -0.205
C -0.18 -1.39 1.72  -0.099
H -2.65 1.34 -3.02  0.083
H -1.09 1.61 -3.40  0.075
H -1.57 2.16 -1.79  0.088
H 0.56 0.75 -1.76  0.108
H 0.61 -0.57 -2.76  0.117
H 1.41 -0.99 -0.30  0.120
H -0.02 -2.10 -0.67  0.119
H 0.85 -1.43 2.05  0.082
H -0.61 -2.39 1.71  0.079
H -0.76 -0.98 2.55  0.079

Molecular formula: C39H99F3N15O14P5
Method: DFT, the ωB97M-V functional and the def2-TZVPD basis

The relative energy (zero: lowest compared OMol25 entry of this formula, charge and spin) comes out at 51.6 kcal/mol. The value obtained for the calculated total energy is -147667.2646 eV. For the highest occupied orbital energy, the calculation gives -8.39 eV. Its SMILES is CN(C)P(=O)(N(C)C)N(C)C.CN(C)P(=O)(N(C)C)N(C)C.CN(C)P(=O)(N(C)C)N(C)C.CN(C)P(=O)(N(C)C)N(C)C.CN(C)P(=O)(N(C)C)N(C)C.O=C1OC[C@@H](F)O1.O=C1OC[C@@H](F)O1.O=C1OC[C@@H](F)O1. Its maximum force is 3.50 eV/A. The total charge is 0. As for the multiplicity: 1. The molar mass comes out at 1214.2 g/mol.

Each line ends with the Löwdin charge.
CARTESIAN COORDINATES (ANGSTROEM)
C 0.08 -9.60 -0.98  -0.103
N -0.86 -8.47 -0.86  -0.308
C -2.15 -8.57 -1.54  -0.113
P -0.55 -6.92 -0.29  0.551
O -1.69 -6.21 0.36  -0.286
N 0.72 -7.13 0.75  -0.309
C 0.43 -7.70 2.04  -0.127
C 1.81 -6.08 0.87  -0.067
N -0.16 -6.07 -1.72  -0.297
C 0.02 -4.69 -1.65  -0.186
C 0.45 -6.69 -2.91  -0.092
H -0.35 -10.56 -0.67  0.083
H 0.89 -9.30 -0.24  0.087
H 0.55 -9.72 -1.97  0.071
H -2.36 -9.61 -1.66  0.068
H -2.24 -8.09 -2.58  0.095
H -2.85 -8.04 -0.91  0.064
H -0.06 -8.71 2.04  0.096
H 1.34 -7.76 2.64  0.088
H -0.31 -7.06 2.50  0.071
H 2.87 -6.52 0.83  0.108
H 1.79 -5.44 -0.03  0.057
H 1.70 -5.46 1.70  0.059
H -0.64 -4.15 -2.29  0.068
H -0.03 -4.37 -0.63  0.057
H 1.02 -4.41 -2.10  0.110
H -0.16 -7.49 -3.36  0.070
H 1.52 -7.00 -2.73  0.101
H 0.51 -5.90 -3.67  0.078
C 6.86 1.09 2.24  -0.143
N 7.19 1.82 3.46  -0.292
C 8.52 2.47 3.46  -0.096
P 6.39 1.70 4.97  0.544
O 7.21 1.90 6.16  -0.280
N 5.08 2.71 4.92  -0.330
C 4.99 3.89 5.71  -0.138
C 4.43 2.92 3.63  -0.117
N 5.63 0.14 4.95  -0.302
C 6.56 -0.98 4.90  -0.164
C 4.50 -0.17 5.89  -0.086
H 6.03 0.40 2.41  0.059
H 7.71 0.53 1.83  0.086
H 6.39 1.69 1.44  0.079
H 8.62 3.11 2.64  0.056
H 9.26 1.66 3.40  0.085
H 8.78 2.96 4.41  0.081
H 5.41 4.75 5.21  0.070
H 3.96 4.15 6.00  0.087
H 5.64 3.80 6.61  0.090
H 4.96 3.72 3.07  0.090
H 4.36 1.96 3.09  0.060
H 3.33 3.25 3.77  0.099
H 7.28 -0.82 4.06  0.068
H 7.14 -1.35 5.79  0.094
H 5.92 -1.89 4.65  0.093
H 4.82 -0.36 6.89  0.069
H 3.91 -0.95 5.47  0.061
H 3.84 0.73 5.94  0.082
C 0.50 3.92 -1.22  -0.058
N 0.66 5.29 -1.76  -0.281
C 0.12 6.42 -1.05  -0.131
P 1.59 5.55 -3.15  0.473
O 2.20 6.86 -3.11  -0.268
N 2.68 4.28 -3.10  -0.321
C 2.53 2.91 -3.55  -0.125
C 3.84 4.56 -2.25  -0.099
N 0.77 5.21 -4.53  -0.304
C -0.70 5.45 -4.59  -0.099
C 1.39 5.20 -5.87  -0.082
H -0.25 3.43 -1.76  0.044
H 0.31 4.09 -0.16  0.072
H 1.52 3.43 -1.30  0.076
H 0.69 7.31 -1.25  0.068
H 0.14 6.26 0.01  0.067
H -0.88 6.72 -1.25  0.056
H 2.62 2.13 -2.77  0.085
H 1.53 2.90 -4.00  0.063
H 3.26 2.66 -4.31  0.074
H 4.76 4.38 -2.72  0.068
H 3.80 5.61 -2.02  0.072
H 3.75 3.96 -1.37  0.067
H -1.17 4.57 -5.02  0.041
H -1.23 5.58 -3.52  0.108
H -1.04 6.42 -4.94  0.070
H 2.39 4.81 -5.88  0.064
H 1.52 6.24 -6.20  0.084
H 0.66 4.65 -6.48  0.090
C -4.47 -0.43 -5.85  -0.142
N -3.51 0.44 -6.50  -0.306
C -3.71 0.89 -7.88  -0.087
P -2.23 1.14 -5.73  0.519
O -1.86 2.53 -6.22  -0.306
N -2.61 0.99 -4.12  -0.293
C -1.50 0.82 -3.22  -0.095
C -3.70 1.86 -3.65  -0.085
N -1.01 0.06 -5.98  -0.309
C 0.33 0.51 -6.27  -0.105
C -1.21 -1.39 -5.84  -0.097
H -4.20 -0.69 -4.86  0.039
H -4.60 -1.42 -6.41  0.104
H -5.50 -0.05 -5.82  0.079
H -3.96 0.00 -8.44  0.070
H -2.75 1.30 -8.21  0.073
H -4.58 1.59 -7.96  0.100
H -0.82 0.10 -3.66  0.074
H -1.01 1.75 -3.03  0.062
H -1.79 0.33 -2.25  0.082
H -4.66 1.55 -4.06  0.071
H -3.87 1.75 -2.57  0.086
H -3.60 2.88 -3.93  0.069
H 0.98 -0.05 -5.62  0.075
H 0.66 0.42 -7.28  0.071
H 0.40 1.57 -5.95  0.070
H -2.20 -1.62 -5.42  0.060
H -0.53 -1.94 -5.22  0.064
H -1.20 -1.94 -6.81  0.095
C -3.06 2.66 0.84  -0.121
N -3.79 2.35 2.07  -0.281
C -4.92 1.38 2.01  -0.094
P -2.83 1.98 3.41  0.545
O -2.06 0.72 3.33  -0.277
N -1.61 3.20 3.26  -0.324
C -2.06 4.55 3.16  -0.162
C -0.34 2.96 4.01  -0.104
N -4.00 1.98 4.57  -0.320
C -4.94 3.07 4.81  -0.118
C -3.76 1.27 5.82  -0.093
H -2.90 1.80 0.20  0.066
H -2.08 3.03 1.01  0.044
H -3.66 3.40 0.24  0.104
H -5.82 1.65 2.59  0.078
H -4.66 0.40 2.33  0.041
H -5.15 1.23 0.90  0.110
H -1.21 5.20 2.64  0.118
H -2.91 4.56 2.45  0.061
H -2.36 5.10 4.07  0.079
H 0.52 3.43 3.36  0.113
H -0.33 3.34 5.03  0.074
H -0.17 1.90 4.06  0.046
H -4.93 3.93 4.05  0.101
H -5.93 2.58 4.95  0.096
H -4.62 3.58 5.73  0.077
H -3.23 1.91 6.53  0.086
H -3.18 0.39 5.64  0.064
H -4.76 0.95 6.21  0.104
O -5.10 -2.14 1.40  0.157
C -4.45 -2.51 0.48  -0.573
O -4.15 -3.81 0.21  0.085
C -3.32 -3.80 -0.94  -0.072
C -3.56 -2.47 -1.55  -0.297
F -4.54 -2.30 -2.49  0.070
O -3.93 -1.71 -0.43  0.151
H -2.30 -3.91 -0.56  0.100
H -3.47 -4.74 -1.50  0.157
H -2.63 -2.11 -1.98  0.141
O -0.45 -1.49 -0.82  0.146
C -0.14 -0.89 0.17  -0.514
O 0.38 -1.40 1.32  0.068
C 0.81 -0.34 2.16  -0.034
C 0.50 0.89 1.35  -0.310
F 1.62 1.41 0.75  0.052
O -0.26 0.44 0.29  0.126
H 0.25 -0.40 3.09  0.126
H 1.88 -0.45 2.27  0.140
H -0.10 1.67 1.84  0.125
O -1.04 -2.76 5.92  0.171
C -1.53 -3.02 4.87  -0.526
O -0.82 -3.39 3.72  0.041
C -1.73 -3.69 2.66  -0.054
C -3.07 -3.74 3.38  -0.280
F -3.43 -5.06 3.60  0.055
O -2.83 -3.02 4.55  0.144
H -1.67 -2.80 2.02  0.122
H -1.43 -4.50 1.99  0.112
H -3.97 -3.27 2.94  0.152

Molecular formula: C3AgNaO6
Method: DFT, the ωB97M-V functional and the def2-TZVPD basis

The relative energy (zero: lowest compared OMol25 entry of this formula, charge and spin) comes out at 48.8 kcal/mol. The value obtained for the calculated total energy is -23810.5759 eV. For the highest occupied orbital energy (spin up / spin down), the calculation gives -1.79 / -5.25 eV. Its maximum force is 7.67 eV/A. The total charge is -1. As for the multiplicity: 2. The molar mass comes out at 262.9 g/mol.

Each line ends with the Löwdin spin population.
CARTESIAN COORDINATES (ANGSTROEM)
O 1.11 0.72 -1.10  0.009
C 0.30 0.29 -0.24  0.052
O 0.99 -0.40 0.80  0.017
C 1.13 -1.81 0.74  0.002
O 0.15 -2.47 0.38  0.040
O 2.31 -2.18 0.91  0.002
Na 3.10 0.27 0.02  0.020
C -1.40 1.17 0.03  0.123
O -2.15 1.04 -1.01  0.054
O -1.95 0.84 1.13  0.049
Ag -2.87 -1.21 -0.10  0.633

Molecular formula: C3AlF9O9S3
Method: DFT, the ωB97M-V functional and the def2-TZVPD basis

The relative energy (zero: lowest compared OMol25 entry of this formula, charge and spin) comes out at 195.5 kcal/mol. The value obtained for the calculated total energy is -85089.4704 eV. For the highest occupied orbital energy, the calculation gives -11.45 eV. Its maximum force is 4.07 eV/A. The total charge is 0. As for the multiplicity: 1. The molar mass comes out at 474.2 g/mol.

Each line ends with the Löwdin charge.
CARTESIAN COORDINATES (ANGSTROEM)
Al 0.56 0.92 -0.17  1.572
C 0.92 5.98 -1.02  -0.588
F -0.10 5.84 -0.16  0.144
F 0.52 6.43 -2.24  0.139
F 1.78 6.80 -0.50  0.202
S 1.72 4.16 -1.20  0.538
O 0.76 3.31 -1.90  -0.357
O 3.01 4.32 -1.89  -0.279
O 1.84 3.59 0.14  -0.344
C -2.81 -2.67 0.69  -0.538
F -1.95 -3.19 -0.20  0.133
F -4.07 -2.51 0.13  0.118
F -2.89 -3.43 1.80  0.151
S -2.20 -0.94 1.20  0.538
O -2.23 -0.11 0.00  -0.325
O -3.08 -0.52 2.30  -0.266
O -0.78 -0.97 1.56  -0.349
C 0.77 -4.12 0.69  -0.573
F 1.83 -4.82 1.08  0.156
F -0.02 -4.90 -0.10  0.143
F 0.17 -3.71 1.81  0.160
S 1.44 -2.63 -0.36  0.543
O 0.33 -1.89 -0.93  -0.339
O 2.10 -1.71 0.60  -0.314
O 2.37 -3.22 -1.32  -0.266

Molecular formula: C3AuO3S4
Method: DFT, the ωB97M-V functional and the def2-TZVPD basis

The value obtained for the calculated total energy is -56285.9312 eV. For the highest occupied orbital energy, the calculation gives -4.18 eV. Its maximum force is 2.51 eV/A. The total charge is -1. As for the multiplicity: 1. The molar mass comes out at 409.3 g/mol.

Each line ends with the Löwdin charge.
CARTESIAN COORDINATES (ANGSTROEM)
Au -1.00 1.99 1.08  0.680
O 1.75 -3.44 -1.92  -0.084
C 1.27 -2.49 -1.36  -1.049
S 2.18 -1.05 -0.90  0.926
C 0.84 -0.15 -0.21  -1.183
C -0.36 -0.75 -0.23  -1.185
S -1.83 -0.04 0.37  0.443
S -0.44 -2.37 -0.91  0.925
S 1.14 1.42 0.46  0.439
O -2.38 3.13 1.80  -0.457
O -1.17 3.76 1.82  -0.455

Molecular formula: C3Br6
Method: DFT, the ωB97M-V functional and the def2-TZVPD basis

The relative energy (zero: lowest compared OMol25 entry of this formula, charge and spin) comes out at 51.3 kcal/mol. The value obtained for the calculated total energy is -423361.5479 eV. For the highest occupied orbital energy, the calculation gives -9.22 eV. Its maximum force is 1.29 eV/A. The total charge is 0. As for the multiplicity: 1. The molar mass comes out at 515.5 g/mol.

Each line ends with the Löwdin charge.
CARTESIAN COORDINATES (ANGSTROEM)
C -1.26 -0.55 0.46  -1.362
C -1.54 0.11 -0.64  -1.394
C 2.31 -0.01 0.24  -1.083
Br -0.62 -2.34 0.54  0.659
Br -1.68 0.16 2.15  0.667
Br -1.07 -0.62 -2.25  0.711
Br -2.24 1.87 -0.72  0.663
Br 1.96 1.77 0.37  0.609
Br 4.13 -0.39 -0.15  0.530

Molecular formula: C3BrClO
Method: DFT, the ωB97M-V functional and the def2-TZVPD basis

The relative energy (zero: lowest compared OMol25 entry of this formula, charge and spin) comes out at 81.4 kcal/mol. The value obtained for the calculated total energy is -87716.0609 eV. For the highest occupied orbital energy, the calculation gives -8.70 eV. Its maximum force is 3.39 eV/A. The total charge is 0. As for the multiplicity: 1. The molar mass comes out at 167.4 g/mol.

Each line ends with the Löwdin charge.
CARTESIAN COORDINATES (ANGSTROEM)
C 0.91 -0.26 -0.32  -0.671
C -0.51 1.55 0.07  -0.340
C -0.03 -1.02 -0.01  -0.498
O -1.14 -1.31 0.22  -0.048
Cl -1.94 0.97 0.02  0.890
Br 2.70 0.08 0.02  0.668

Molecular formula: C3Cl2O3
Method: DFT, the ωB97M-V functional and the def2-TZVPD basis

The relative energy (zero: lowest compared OMol25 entry of this formula, charge and spin) comes out at 29.4 kcal/mol. The value obtained for the calculated total energy is -34296.2349 eV. For the highest occupied orbital energy, the calculation gives -10.14 eV. Its SMILES is O=c1oc(Cl)c(Cl)o1. Its maximum force is 6.74 eV/A. The total charge is 0. As for the multiplicity: 1. The molar mass comes out at 154.9 g/mol.

Each line ends with the Löwdin charge.
CARTESIAN COORDINATES (ANGSTROEM)
O 2.55 -0.48 -0.17  0.134
C 1.37 -0.18 0.01  -0.633
O 0.52 -1.13 -0.07  0.119
C -0.89 -0.55 0.18  -0.564
Cl -2.31 -1.49 -0.07  0.763
C -0.61 0.70 0.10  -0.750
Cl -1.37 2.19 -0.11  0.829
O 0.74 0.94 0.13  0.101